The following is a quantum chemistry calculation of a single C2H8N molecule in a non-equilibrium geometry, from the OMol25 dataset.

```
! wB97M-V def2-TZVPD RIJCOSX def2/J DEFGRID3
* xyz 0 2
C 0.156 -1.246 -0.460
C -0.296 -0.147 0.483
N 0.104 1.202 0.001
H -0.108 -2.207 -0.028
H 1.237 -1.288 -0.586
H -0.308 -1.148 -1.438
H 0.103 -0.236 1.483
H -1.379 -0.098 0.524
H 0.937 1.126 -0.614
H -0.648 1.567 -0.657
H 0.242 1.892 0.785
*
```

For the molar mass, the calculation gives 46.09 g/mol. The energy above the lowest of the compared OMol25 structures with the same formula, charge and spin comes out at 67.3 kJ/mol. As for the HOMO energy (spin up / spin down): -3.71 / -13.04 eV. The calculation puts the HOMO-LUMO gap (spin up / spin down) at 4.891 / 13.851 eV.

=====

The following is a quantum chemistry calculation of 2 unconnected molecules or ions with the total composition C13H20F11O3Si in a non-equilibrium geometry, from the OMol25 dataset.

```
! wB97M-V def2-TZVPD RIJCOSX def2/J DEFGRID3
* xyz -1 1
C -0.235 4.652 -1.092
C 0.630 3.310 -1.028
Si -0.314 1.727 -0.504
C 0.582 1.038 1.062
C 2.063 0.620 0.547
C 2.908 -0.159 1.650
C 4.106 -0.913 0.924
F 3.767 -2.280 0.859
F 4.321 -0.477 -0.409
C 5.530 -0.697 1.647
F 5.515 -1.009 2.993
F 5.937 0.622 1.418
F 6.445 -1.502 0.933
C -2.212 1.985 -0.222
O -3.068 1.216 -1.110
C -3.184 1.741 -2.374
F -3.182 3.128 -2.471
F -2.264 1.219 -3.307
F -4.444 1.326 -2.867
H 0.216 5.290 -1.934
H -1.323 4.512 -1.356
H -0.112 5.276 -0.144
H 1.184 3.071 -2.002
H 1.465 3.485 -0.260
H -0.151 0.724 -1.563
H 0.015 0.143 1.493
H 0.658 1.803 1.902
H 2.602 1.591 0.289
H 1.875 0.009 -0.402
H 2.255 -0.844 2.282
H 3.389 0.598 2.361
H -2.403 1.563 0.828
H -2.490 3.089 -0.136
C -2.597 -4.033 -1.220
C -3.320 -2.890 -0.525
O -3.038 -2.793 0.859
C -1.818 -2.123 1.282
O -1.710 -0.931 0.734
C -0.531 -3.004 1.103
F -0.781 -4.308 1.398
F 0.450 -2.623 1.962
F 0.012 -2.991 -0.130
H -2.564 -4.923 -0.588
H -3.097 -4.282 -2.160
H -1.573 -3.760 -1.470
H -4.393 -3.102 -0.582
H -3.173 -1.942 -1.052
H -1.948 -2.153 2.380
*
```

For the molar mass, the calculation gives 461.36 g/mol. As for the HOMO energy: -4.40 eV. The calculation puts the HOMO-LUMO gap at 7.183 eV.

=====

The following is a quantum chemistry calculation of a molecular structure, C19H21Cl4IrO5PTe2, from the OMol25 dataset.

```
! wB97M-V def2-TZVPD RIJCOSX def2/J DEFGRID3
* xyz 0 2
Ir -0.527 -0.782 0.105
Cl 4.224 -0.019 4.863
C 3.407 -0.132 3.349
C 4.074 0.160 2.166
Cl 5.734 0.630 2.193
C 3.395 0.083 0.948
Cl 4.173 0.466 -0.539
C 2.058 -0.295 0.911
O 1.364 -0.335 -0.236
C 1.394 -0.623 2.100
O 0.113 -1.009 2.031
C 2.064 -0.514 3.313
Cl 1.185 -0.853 4.756
C 2.297 6.021 -1.012
C 1.443 4.879 -0.540
C 0.549 4.250 -1.395
C -0.253 3.196 -0.974
C -1.221 2.563 -1.933
C -0.142 2.776 0.353
Te -1.402 1.278 1.114
C 0.762 3.376 1.242
C 0.933 2.928 2.670
C 1.537 4.427 0.772
H 2.181 6.187 -2.081
H 3.350 5.827 -0.809
H 2.028 6.943 -0.494
H 0.474 4.582 -2.425
H -1.052 2.924 -2.946
H -2.254 2.800 -1.664
H -1.128 1.475 -1.933
H 0.872 1.844 2.784
H 0.178 3.376 3.322
H 1.911 3.229 3.044
H 2.250 4.891 1.444
C -5.590 -3.994 -2.351
C -4.116 -4.057 -2.039
O -3.859 -3.188 -0.914
P -2.394 -2.678 -0.620
O -2.470 -1.630 0.477
Te -1.204 -1.507 -2.362
O -1.572 -3.914 -0.070
C -0.822 -4.843 -0.886
C 0.588 -4.912 -0.355
H -5.835 -4.718 -3.129
H -5.867 -3.000 -2.699
H -6.174 -4.228 -1.462
H -3.516 -3.721 -2.891
H -3.806 -5.069 -1.769
H -0.829 -4.502 -1.925
H -1.334 -5.804 -0.824
H 1.067 -3.935 -0.430
H 1.171 -5.627 -0.937
H 0.590 -5.224 0.688
*
```

For the molar mass, the calculation gives 949.58 g/mol. The energy above the lowest of the compared OMol25 structures with the same formula, charge and spin comes out at 0.0 kJ/mol. As for the HOMO energy (spin up / spin down): -7.55 / -7.48 eV. The calculation puts the HOMO-LUMO gap (spin up / spin down) at 6.237 / 5.026 eV.